A 15-piece molecular cluster, C80H192B5F20N10O6 overall, computed with ωB97M-V with the def2-TZVPD basis set.

Each atom is followed by the atoms it is bonded to, with distances in Å.
Element x y z (Å)
1 C -2.372 0.899 -7.237  C2 1.511, H10 1.117, H11 1.118, H12 1.108
2 C -3.382 1.939 -6.809  C1 1.511, C3 1.534, H13 1.094, H14 1.072
3 C -2.792 2.843 -5.719  C2 1.534, N4 1.560, H15 1.097, H16 1.107
4 N -3.791 3.921 -5.197  C3 1.560, C5 1.542, C6 1.484, C9 1.540
5 C -3.221 4.448 -3.864  N4 1.542, H17 1.091, H18 1.063, H19 1.115
6 C -3.935 5.069 -6.127  N4 1.484, C7 1.513, H20 1.048, H21 1.107
7 C -5.410 5.398 -6.179  C6 1.513, C8 1.565, H22 1.109, H23 1.053
8 C -6.114 4.023 -5.927  C7 1.565, C9 1.505, H24 1.121, H25 1.073
9 C -5.191 3.322 -4.968  N4 1.540, C8 1.505, H26 1.064, H27 1.066
10 H -2.111 0.169 -6.432  C1 1.117
11 H -1.448 1.329 -7.699  C1 1.118
12 H -2.783 0.261 -8.043  C1 1.108
13 H -4.238 1.394 -6.400  C2 1.094
14 H -3.806 2.447 -7.652  C2 1.072
15 H -1.897 3.351 -6.098  C3 1.097
16 H -2.649 2.189 -4.837  C3 1.107
17 H -2.191 4.789 -3.987  C5 1.091
18 H -3.227 3.773 -3.044  C5 1.063
19 H -3.845 5.332 -3.597  C5 1.115
20 H -3.375 5.883 -5.778  C6 1.048
21 H -3.554 4.738 -7.113  C6 1.107
22 H -5.521 6.196 -5.418  C7 1.109
23 H -5.699 5.807 -7.106  C7 1.053
24 H -7.146 4.129 -5.503  C8 1.121
25 H -6.126 3.630 -6.925  C8 1.073
26 H -5.373 3.611 -3.960  C9 1.064
27 H -5.078 2.263 -4.989  C9 1.066
28 C 2.611 -3.547 0.342  C29 1.563, H37 1.110, H38 1.116, H39 1.102
29 C 2.207 -3.250 1.822  C28 1.563, C30 1.505, H40 1.057, H41 1.064
30 C 3.265 -3.799 2.742  C29 1.505, N31 1.515, H42 1.143, H43 1.084
31 N 3.020 -3.697 4.234  C30 1.515, C32 1.515, C33 1.528, C36 1.527
32 C 3.524 -2.355 4.722  N31 1.515, H44 1.101, H45 1.083, H46 1.098
33 C 3.851 -4.757 4.954  N31 1.528, C34 1.556, H47 1.116, H48 1.067
34 C 3.077 -5.102 6.259  C33 1.556, C35 1.507, H49 1.067, H50 1.092
35 C 1.718 -4.474 6.077  C34 1.507, C36 1.541, H51 1.057, H52 1.086
36 C 1.581 -4.049 4.603  N31 1.527, C35 1.541, H53 1.105, H54 1.123
37 H 2.004 -2.915 -0.339  C28 1.110
38 H 2.520 -4.640 0.134  C28 1.116
39 H 3.660 -3.287 0.126  C28 1.102
40 H 1.279 -3.732 1.976  C29 1.057
41 H 2.020 -2.214 1.983  C29 1.064
42 H 4.208 -3.158 2.669  C30 1.143
43 H 3.546 -4.840 2.636  C30 1.084
44 H 3.249 -2.199 5.777  C32 1.101
45 H 3.256 -1.566 4.030  C32 1.083
46 H 4.622 -2.397 4.711  C32 1.098
47 H 4.806 -4.246 5.224  C33 1.116
48 H 3.823 -5.667 4.399  C33 1.067
49 H 3.543 -4.757 7.155  C34 1.067
50 H 3.083 -6.188 6.367  C34 1.092
51 H 1.413 -3.705 6.734  C35 1.057
52 H 1.055 -5.323 6.216  C35 1.086
53 H 0.950 -3.153 4.456  C36 1.105
54 H 1.215 -4.921 3.997  C36 1.123
55 C -0.813 3.005 2.989  C56 1.552, H64 1.078, H65 1.082, H66 1.087
56 C -0.682 2.334 1.595  C55 1.552, C57 1.573, H67 1.079, H68 1.086
57 C -1.904 1.474 1.102  C56 1.573, N58 1.566, H69 1.069, H70 1.084
58 N -1.749 0.263 0.122  C57 1.566, C59 1.528, C60 1.523, C63 1.526
59 C -3.111 -0.425 0.204  N58 1.528, H71 1.119, H72 1.081, H73 1.116
60 C -0.609 -0.630 0.592  N58 1.523, C61 1.487, H74 1.075, H75 1.059
61 C 0.556 -0.401 -0.303  C60 1.487, C62 1.550, H76 1.111, H77 1.094
62 C 0.244 0.863 -1.144  C61 1.550, C63 1.539, H78 1.108, H79 1.064
63 C -1.287 0.756 -1.246  N58 1.526, C62 1.539, H80 1.103, H81 1.069
64 H -0.009 3.698 3.176  C55 1.078
65 H -0.943 2.242 3.745  C55 1.082
66 H -1.723 3.576 2.818  C55 1.087
67 H 0.236 1.775 1.505  C56 1.079
68 H -0.586 3.150 0.885  C56 1.086
69 H -2.678 2.117 0.742  C57 1.069
70 H -2.314 0.948 1.957  C57 1.084
71 H -3.191 -1.097 -0.686  C59 1.119
72 H -3.758 0.439 0.126  C59 1.081
73 H -3.069 -0.999 1.161  C59 1.116
74 H -0.914 -1.661 0.578  C60 1.075
75 H -0.422 -0.425 1.614  C60 1.059
76 H 0.636 -1.299 -0.954  C61 1.111
77 H 1.493 -0.463 0.260  C61 1.094
78 H 0.657 0.762 -2.167  C62 1.108
79 H 0.550 1.810 -0.769  C62 1.064
80 H -1.540 -0.028 -1.979  C63 1.103
81 H -1.775 1.680 -1.474  C63 1.069
82 C -2.489 -0.606 8.531  C83 1.575, H91 1.051, H92 1.092, H93 1.099
83 C -1.340 0.447 8.299  C82 1.575, C84 1.449, H94 1.084, H95 1.070
84 C -0.282 -0.073 7.458  C83 1.449, N85 1.496, H96 1.075, H97 1.090
85 N 0.846 0.885 7.235  C84 1.496, C86 1.469, C87 1.564, C90 1.513
86 C 1.870 0.087 6.548  N85 1.469, H98 1.088, H99 1.090, H100 1.105
87 C 0.472 2.008 6.213  N85 1.564, C88 1.570, H101 1.105, H102 1.079
88 C 1.308 3.254 6.675  C87 1.570, C89 1.540, H103 1.144, H104 1.115
89 C 2.093 2.779 7.911  C88 1.540, C90 1.495, H105 1.085, H106 1.086
90 C 1.292 1.646 8.465  N85 1.513, C89 1.495, H107 1.069, H108 1.065
91 H -3.215 -0.210 9.178  C82 1.051
92 H -2.120 -1.577 8.867  C82 1.092
93 H -3.001 -0.757 7.570  C82 1.099
94 H -0.971 0.732 9.277  C83 1.084
95 H -1.909 1.291 7.970  C83 1.070
96 H -0.599 -0.467 6.509  C84 1.075
97 H 0.105 -0.913 8.035  C84 1.090
98 H 2.712 0.773 6.491  C86 1.088
99 H 1.397 -0.147 5.594  C86 1.090
100 H 2.080 -0.746 7.243  C86 1.105
101 H 0.628 1.550 5.220  C87 1.105
102 H -0.596 2.150 6.261  C87 1.079
103 H 2.058 3.670 5.918  C88 1.144
104 H 0.605 4.079 6.939  C88 1.115
105 H 3.050 2.444 7.525  C89 1.085
106 H 2.308 3.638 8.540  C89 1.086
107 H 1.869 0.991 9.082  C90 1.069
108 H 0.405 1.999 8.938  C90 1.065
109 C 3.605 5.127 -1.592  C110 1.512, H119 1.100, H120 1.051, H121 1.158
110 C 2.927 5.061 -0.242  C109 1.512, N111 1.600, H122 1.079, H123 1.149
111 N 3.024 6.389 0.646  C110 1.600, C112 1.529, C113 1.518, C115 1.501
112 C 2.697 7.519 -0.329  N111 1.529, H124 1.089, H125 1.074, H126 1.133
113 C 2.017 6.279 1.776  N111 1.518, C114 1.471, H127 1.080, H128 1.157
114 C 2.273 5.181 2.721  C113 1.471, H129 1.091, H130 1.102, H131 1.039
115 C 4.459 6.492 1.075  N111 1.501, C116 1.474, H132 1.070, H133 1.132
116 C 4.747 7.514 2.098  C115 1.474, O117 1.402, H134 1.141, H135 1.113
117 O 4.350 8.801 1.709  C116 1.402, C118 1.421
118 C 4.362 9.729 2.785  O117 1.421, H136 1.115, H137 1.088, H138 1.098
119 H 3.458 4.136 -2.046  C109 1.100
120 H 4.653 5.195 -1.592  C109 1.051
121 H 3.134 5.883 -2.332  C109 1.158
122 H 3.398 4.385 0.456  C110 1.079
123 H 1.791 4.931 -0.358  C110 1.149
124 H 2.705 8.466 0.209  C112 1.089
125 H 1.761 7.286 -0.803  C112 1.074
126 H 3.488 7.543 -1.139  C112 1.133
127 H 1.021 6.181 1.368  C113 1.080
128 H 2.119 7.322 2.264  C113 1.157
129 H 3.159 5.399 3.318  C114 1.091
130 H 2.348 4.154 2.326  C114 1.102
131 H 1.448 5.042 3.336  C114 1.039
132 H 4.956 6.822 0.187  C115 1.070
133 H 4.836 5.507 1.489  C115 1.132
134 H 5.886 7.559 2.150  C116 1.141
135 H 4.408 7.176 3.103  C116 1.113
136 H 4.010 9.358 3.776  C118 1.115
137 H 3.657 10.505 2.494  C118 1.088
138 H 5.352 10.192 2.886  C118 1.098
139 C 11.774 -3.593 -1.575  C140 1.516, H149 1.089, H150 1.119, H151 1.067
140 C 11.445 -2.412 -0.682  C139 1.516, N141 1.526, H152 1.085, H153 1.072
141 N 11.724 -2.564 0.810  C140 1.526, C142 1.467, C143 1.501, C145 1.537
142 C 11.162 -3.757 1.454  N141 1.467, H154 1.129, H155 1.065, H156 1.040
143 C 13.221 -2.659 0.875  N141 1.501, C144 1.535, H157 1.048, H158 1.118
144 C 13.840 -2.872 2.264  C143 1.535, H159 1.078, H160 1.097, H161 1.107
145 C 11.350 -1.230 1.474  N141 1.537, C146 1.530, H162 1.128, H163 1.093
146 C 9.915 -0.754 1.233  C145 1.530, O147 1.460, H164 1.059, H165 1.137
147 O 9.044 -1.569 2.074  C146 1.460, C148 1.389
148 C 7.689 -1.440 1.793  O147 1.389, H166 1.042, H167 1.102, H168 1.144
149 H 11.424 -3.303 -2.564  C139 1.089
150 H 11.307 -4.550 -1.231  C139 1.119
151 H 12.822 -3.772 -1.673  C139 1.067
152 H 10.403 -2.167 -0.859  C140 1.085
153 H 11.991 -1.508 -0.870  C140 1.072
154 H 11.651 -4.703 1.078  C142 1.129
155 H 10.147 -3.895 1.162  C142 1.065
156 H 11.160 -3.699 2.492  C142 1.040
157 H 13.555 -1.769 0.435  C143 1.048
158 H 13.535 -3.569 0.308  C143 1.118
159 H 14.894 -2.662 2.184  C144 1.078
160 H 13.621 -3.897 2.588  C144 1.097
161 H 13.332 -2.123 2.901  C144 1.107
162 H 12.075 -0.501 1.012  C145 1.128
163 H 11.431 -1.277 2.564  C145 1.093
164 H 9.573 -0.843 0.235  C146 1.059
165 H 9.802 0.324 1.577  C146 1.137
166 H 7.355 -0.455 1.851  C148 1.042
167 H 7.225 -1.997 2.623  C148 1.102
168 H 7.422 -1.837 0.754  C148 1.144
169 C -5.684 -2.825 3.758  C170 1.486, H179 1.054, H180 1.067, H181 1.120
170 C -5.322 -2.619 5.185  C169 1.486, N171 1.564, H182 1.101, H183 1.122
171 N -4.935 -3.913 5.973  C170 1.564, C172 1.529, C173 1.564, C175 1.536
172 C -4.569 -3.507 7.401  N171 1.529, H184 1.077, H185 1.113, H186 1.095
173 C -6.226 -4.793 6.047  N171 1.564, C174 1.436, H187 1.075, H188 1.113
174 C -7.290 -4.233 6.833  C173 1.436, H189 1.101, H190 1.097, H191 1.094
175 C -3.824 -4.588 5.156  N171 1.536, C176 1.547, H192 1.081, H193 1.069
176 C -3.393 -5.982 5.670  C175 1.547, O177 1.412, H194 1.080, H195 1.101
177 O -3.023 -5.975 7.032  C176 1.412, C178 1.465
178 C -2.561 -7.264 7.553  O177 1.465, H196 1.078, H197 1.099, H198 1.104
179 H -6.525 -3.411 3.513  C169 1.054
180 H -4.879 -3.195 3.165  C169 1.067
181 H -5.890 -1.808 3.336  C169 1.120
182 H -6.002 -2.118 5.892  C170 1.101
183 H -4.358 -2.046 5.205  C170 1.122
184 H -4.404 -4.394 7.990  C172 1.077
185 H -5.465 -3.122 7.939  C172 1.113
186 H -3.778 -2.751 7.418  C172 1.095
187 H -5.866 -5.723 6.447  C173 1.075
188 H -6.435 -4.789 4.954  C173 1.113
189 H -7.127 -4.287 7.920  C174 1.101
190 H -8.204 -4.835 6.757  C174 1.097
191 H -7.546 -3.210 6.543  C174 1.094
192 H -2.994 -3.897 5.149  C175 1.081
193 H -4.242 -4.664 4.175  C175 1.069
194 H -2.627 -6.235 4.952  C176 1.080
195 H -4.219 -6.668 5.426  C176 1.101
196 H -1.510 -7.404 7.359  C178 1.078
197 H -3.216 -8.043 7.136  C178 1.099
198 H -2.803 -7.220 8.630  C178 1.104
199 C 4.570 -3.444 -9.098  C200 1.496, H209 1.143, H210 1.061, H211 1.134
200 C 3.526 -3.249 -10.150  C199 1.496, N201 1.518, H212 1.073, H213 1.099
201 N 2.174 -3.836 -9.785  C200 1.518, C202 1.459, C203 1.544, C205 1.530
202 C 1.099 -3.515 -10.717  N201 1.459, H214 1.076, H215 1.129, H216 1.091
203 C 2.252 -5.377 -9.740  N201 1.544, C204 1.546, H217 1.070, H218 1.095
204 C 2.765 -5.978 -11.069  C203 1.546, H219 1.138, H220 1.099, H221 1.136
205 C 1.741 -3.383 -8.389  N201 1.530, C206 1.549, H222 1.044, H223 1.090
206 C 1.403 -1.884 -8.198  C205 1.549, O207 1.409, H224 1.131, H225 1.092
207 O 2.497 -1.059 -8.527  C206 1.409, C208 1.434
208 C 1.935 0.256 -8.624  O207 1.434, H226 1.054, H227 1.114, H228 1.107
209 H 5.557 -3.045 -9.515  C199 1.143
210 H 4.706 -4.425 -8.714  C199 1.061
211 H 4.452 -2.707 -8.244  C199 1.134
212 H 3.774 -3.719 -11.082  C200 1.073
213 H 3.252 -2.186 -10.203  C200 1.099
214 H 0.806 -2.486 -10.611  C202 1.076
215 H 0.252 -4.206 -10.438  C202 1.129
216 H 1.314 -3.730 -11.765  C202 1.091
217 H 1.265 -5.712 -9.495  C203 1.070
218 H 2.903 -5.682 -8.914  C203 1.095
219 H 2.450 -5.527 -12.066  C204 1.138
220 H 2.484 -7.040 -11.041  C204 1.099
221 H 3.885 -5.789 -11.073  C204 1.136
222 H 2.491 -3.713 -7.742  C205 1.044
223 H 0.773 -3.809 -8.123  C205 1.090
224 H 1.123 -1.821 -7.104  C206 1.131
225 H 0.511 -1.665 -8.790  C206 1.092
226 H 2.746 0.921 -8.724  C208 1.054
227 H 1.329 0.440 -7.707  C208 1.114
228 H 1.286 0.259 -9.521  C208 1.107
229 C -3.985 -5.083 -2.907  C230 1.546, H239 1.076, H240 1.116, H241 1.086
230 C -2.786 -4.367 -3.571  C229 1.546, N231 1.493, H242 1.070, H243 1.115
231 N -2.824 -4.523 -5.056  C230 1.493, C232 1.521, C233 1.530, C235 1.504
232 C -1.626 -3.812 -5.667  N231 1.521, H244 1.104, H245 1.126, H246 1.057
233 C -2.754 -5.970 -5.549  N231 1.530, C234 1.566, H247 1.091, H248 1.105
234 C -1.654 -6.824 -4.834  C233 1.566, H249 1.093, H250 1.098, H251 1.095
235 C -4.037 -3.826 -5.607  N231 1.504, C236 1.556, H252 1.126, H253 1.090
236 C -4.054 -3.484 -7.125  C235 1.556, O237 1.413, H254 1.087, H255 1.105
237 O -3.766 -4.685 -7.812  C236 1.413, C238 1.462
238 C -4.187 -4.731 -9.211  O237 1.462, H256 1.086, H257 1.089, H258 1.096
239 H -4.891 -4.523 -3.058  C229 1.076
240 H -3.759 -5.107 -1.814  C229 1.116
241 H -4.103 -6.024 -3.437  C229 1.086
242 H -1.854 -4.724 -3.187  C230 1.070
243 H -2.807 -3.255 -3.481  C230 1.115
244 H -1.694 -3.718 -6.765  C232 1.104
245 H -0.707 -4.388 -5.366  C232 1.126
246 H -1.666 -2.904 -5.128  C232 1.057
247 H -2.505 -5.887 -6.608  C233 1.091
248 H -3.787 -6.362 -5.560  C233 1.105
249 H -1.733 -7.757 -5.398  C234 1.093
250 H -1.929 -7.016 -3.788  C234 1.098
251 H -0.661 -6.369 -4.919  C234 1.095
252 H -4.198 -2.858 -5.055  C235 1.126
253 H -4.923 -4.422 -5.388  C235 1.090
254 H -3.315 -2.701 -7.269  C236 1.087
255 H -5.053 -3.114 -7.416  C236 1.105
256 H -5.266 -4.604 -9.242  C238 1.086
257 H -3.905 -5.710 -9.598  C238 1.089
258 H -3.754 -3.990 -9.892  C238 1.096
259 C -4.787 7.732 2.811  C260 1.514, H269 1.072, H270 1.085, H271 1.133
260 C -5.461 6.538 2.171  C259 1.514, N261 1.498, H272 1.089, H273 1.114
261 N -6.521 6.853 1.161  C260 1.498, C262 1.503, C263 1.561, C265 1.535
262 C -6.022 7.754 0.067  N261 1.503, H274 1.086, H275 1.106, H276 1.083
263 C -6.984 5.488 0.561  N261 1.561, C264 1.503, H277 1.088, H278 1.092
264 C -6.083 4.776 -0.410  C263 1.503, H279 1.099, H280 1.088, H281 1.072
265 C -7.806 7.469 1.731  N261 1.535, C266 1.538, H282 1.069, H283 1.078
266 C -8.715 6.606 2.622  C265 1.538, O267 1.431, H284 1.079, H285 1.126
267 O -7.995 6.472 3.851  C266 1.431, C268 1.462
268 C -8.746 5.694 4.836  O267 1.462, H286 1.136, H287 1.067, H288 1.105
269 H -3.913 8.040 2.272  C259 1.072
270 H -4.469 7.406 3.796  C259 1.085
271 H -5.638 8.479 2.856  C259 1.133
272 H -5.884 5.761 2.806  C260 1.089
273 H -4.729 5.933 1.588  C260 1.114
274 H -6.687 7.701 -0.790  C262 1.086
275 H -5.075 7.256 -0.212  C262 1.106
276 H -5.787 8.761 0.388  C262 1.083
277 H -7.869 5.741 -0.019  C263 1.088
278 H -7.222 4.852 1.416  C263 1.092
279 H -6.551 3.872 -0.823  C264 1.099
280 H -5.187 4.469 0.124  C264 1.088
281 H -5.826 5.480 -1.176  C264 1.072
282 H -8.368 7.732 0.861  C265 1.069
283 H -7.460 8.350 2.249  C265 1.078
284 H -8.919 5.667 2.131  C266 1.079
285 H -9.708 7.137 2.646  C266 1.126
286 H -8.788 4.584 4.597  C268 1.136
287 H -9.713 6.127 4.966  C268 1.067
288 H -8.214 5.829 5.794  C268 1.105
289 B 3.447 1.312 3.447  F290 1.374, F291 1.420, F292 1.443, F293 1.385
290 F 3.656 1.704 4.747  B289 1.374
291 F 4.082 0.060 3.234  B289 1.420
292 F 2.013 1.215 3.321  B289 1.443
293 F 3.794 2.261 2.500  B289 1.385
294 B 1.319 -2.590 -4.449  F295 1.371, F296 1.392, F297 1.445, F298 1.421
295 F 2.667 -2.358 -4.353  B294 1.371
296 F 0.777 -3.177 -3.308  B294 1.392
297 F 0.596 -1.403 -4.842  B294 1.445
298 F 1.217 -3.537 -5.503  B294 1.421
299 B -2.232 5.143 -0.307  F300 1.368, F301 1.379, F302 1.450, F303 1.422
300 F -3.164 5.894 -0.970  B299 1.368
301 F -2.689 4.754 0.934  B299 1.379
302 F -1.832 3.938 -1.008  B299 1.450
303 F -1.042 5.916 -0.206  B299 1.422
304 B -3.946 -0.474 -3.647  F305 1.438, F306 1.395, F307 1.445, F308 1.386
305 F -2.682 -0.952 -4.140  B304 1.438
306 F -4.352 -1.233 -2.550  B304 1.395
307 F -3.756 0.907 -3.263  B304 1.445
308 F -4.802 -0.557 -4.734  B304 1.386
309 B -1.368 -1.561 4.414  F310 1.394, F311 1.423, F312 1.411, F313 1.434
310 F -0.063 -1.591 3.925  B309 1.394
311 F -1.611 -0.175 4.618  B309 1.423
312 F -2.349 -2.150 3.587  B309 1.411
313 F -1.410 -2.223 5.686  B309 1.434

Its LUMO energy is -6.5 eV. The total charge is +5. As for the electronic energy: -6283.26450 Eh. For the HOMO energy, the calculation gives -0.6122 hartree. For the HOMO-LUMO gap, the calculation gives 10.143 eV. The energy above the lowest of the compared OMol25 structures with the same formula, charge and spin is 334.92 kJ/mol.

These are the Löwdin partial charges, in e, on atoms 1 to 8: -0.094, -0.238, -0.081, -0.222, 0.026, -0.127, -0.127, -0.104